Here is 10 unconnected molecules or ions with the total composition C37H101N13O13 in a non-equilibrium geometry from the Open Molecules 2025 dataset. Energies are from the ωB97M-V functional and the def2-TZVPD basis.

Cartesian coordinates (Å):
1 C 3.82 -1.28 -0.86
2 O 4.56 -0.08 -0.84
3 C 3.87 1.17 -0.59
4 C 4.82 2.31 -0.98
5 C 6.02 2.56 -0.08
6 N 4.16 3.55 -1.34
7 H 2.75 -1.11 -0.81
8 H 4.15 -1.90 -0.01
9 H 4.13 -1.88 -1.72
10 H 2.90 1.19 -1.08
11 H 3.75 1.09 0.50
12 H 5.12 1.96 -1.97
13 H 5.70 3.00 0.86
14 H 6.63 3.33 -0.56
15 H 6.74 1.76 0.09
16 H 3.54 3.31 -2.11
17 H 3.57 3.94 -0.59
18 C 0.02 6.24 4.50
19 O 0.96 5.24 4.13
20 C 1.17 5.35 2.71
21 C 2.29 4.46 2.22
22 C 3.65 4.89 2.80
23 N 2.45 4.64 0.75
24 H 0.47 7.20 4.73
25 H -0.52 5.88 5.38
26 H -0.78 6.28 3.76
27 H 0.23 5.02 2.25
28 H 1.29 6.40 2.44
29 H 2.03 3.41 2.34
30 H 3.92 5.85 2.35
31 H 4.30 4.04 2.59
32 H 3.58 5.00 3.88
33 H 2.50 5.64 0.58
34 H 1.50 4.51 0.38
35 C -2.35 -7.18 -7.39
36 O -1.40 -7.56 -6.44
37 C -1.04 -6.51 -5.60
38 C 0.19 -6.84 -4.72
39 C 0.86 -5.72 -3.93
40 N 1.14 -7.44 -5.64
41 H -3.27 -6.84 -6.89
42 H -2.72 -8.01 -7.99
43 H -1.97 -6.35 -7.98
44 H -0.71 -5.67 -6.23
45 H -1.80 -6.05 -4.96
46 H -0.24 -7.53 -3.97
47 H 0.16 -4.92 -3.68
48 H 1.73 -5.35 -4.46
49 H 1.22 -6.17 -3.00
50 H 1.98 -7.88 -5.31
51 H 0.71 -7.98 -6.37
52 C -0.16 -1.66 7.41
53 O -0.89 -0.76 6.62
54 C -1.21 -1.26 5.31
55 C -1.72 -0.09 4.49
56 C -2.31 -0.56 3.14
57 N -0.71 0.95 4.25
58 H 0.66 -2.26 7.03
59 H -0.87 -2.31 7.94
60 H 0.27 -1.07 8.22
61 H -0.34 -1.70 4.82
62 H -2.01 -2.00 5.40
63 H -2.62 0.35 4.93
64 H -1.62 -1.26 2.66
65 H -2.58 0.21 2.42
66 H -3.18 -1.17 3.37
67 H -0.22 1.12 5.12
68 H -0.03 0.50 3.64
69 C -0.67 7.05 -0.33
70 O -1.49 7.64 -1.32
71 C -2.90 7.36 -1.17
72 C -3.59 7.80 -2.48
73 N -3.98 9.20 -2.49
74 C -5.02 9.58 -3.42
75 C -6.43 9.29 -2.93
76 O -7.32 9.83 -3.85
77 C -8.67 9.46 -3.72
78 H 0.33 6.84 -0.68
79 H -1.17 6.12 -0.06
80 H -0.58 7.78 0.49
81 H -3.28 7.81 -0.25
82 H -3.09 6.29 -1.07
83 H -4.43 7.16 -2.70
84 H -2.75 7.62 -3.17
85 H -3.14 9.75 -2.41
86 H -4.85 9.04 -4.36
87 H -4.86 10.62 -3.69
88 H -6.57 9.72 -1.93
89 H -6.66 8.22 -2.96
90 H -9.33 9.67 -4.56
91 H -9.02 10.04 -2.85
92 H -8.67 8.42 -3.36
93 C -2.13 3.78 -3.54
94 O -1.56 2.71 -2.78
95 C -1.16 3.21 -1.50
96 C -0.56 1.99 -0.78
97 N -1.28 0.73 -1.00
98 C -0.51 -0.48 -0.71
99 C -1.58 -1.59 -0.49
100 O -0.93 -2.68 0.18
101 C -0.19 -3.54 -0.68
102 H -2.02 3.44 -4.57
103 H -1.50 4.67 -3.48
104 H -3.16 3.86 -3.21
105 H -1.98 3.60 -0.89
106 H -0.46 4.04 -1.61
107 H -0.42 2.16 0.29
108 H 0.40 1.91 -1.30
109 H -1.54 0.76 -1.97
110 H 0.06 -0.53 0.22
111 H 0.07 -0.75 -1.59
112 H -2.12 -1.85 -1.40
113 H -2.31 -1.09 0.15
114 H 0.75 -3.14 -1.07
115 H -0.81 -3.76 -1.55
116 H -0.04 -4.43 -0.06
117 C 3.02 -6.05 1.32
118 O 2.57 -5.74 2.62
119 C 3.38 -6.03 3.76
120 C 2.81 -7.21 4.54
121 N 1.40 -7.11 4.81
122 C 0.70 -8.27 5.35
123 C 0.82 -8.56 6.82
124 O 2.15 -8.97 7.05
125 C 2.51 -9.16 8.41
126 H 4.00 -5.56 1.25
127 H 2.28 -5.82 0.57
128 H 3.13 -7.14 1.27
129 H 3.45 -5.09 4.32
130 H 4.38 -6.25 3.38
131 H 3.43 -7.27 5.44
132 H 3.14 -8.07 3.95
133 H 1.18 -6.28 5.34
134 H 0.81 -9.17 4.75
135 H -0.36 -8.15 5.12
136 H 0.11 -9.33 7.12
137 H 0.61 -7.65 7.39
138 H 3.60 -9.27 8.51
139 H 2.09 -10.08 8.82
140 H 2.34 -8.22 8.94
141 N 2.85 2.76 -5.58
142 C 1.81 2.14 -4.96
143 N 0.68 2.83 -4.82
144 O 1.94 0.98 -4.54
145 H 3.75 2.33 -5.57
146 H 2.93 3.76 -5.69
147 H 0.53 3.63 -5.41
148 H -0.09 2.43 -4.32
149 N 3.05 -2.32 3.51
150 C 2.05 -1.84 2.75
151 N 1.44 -2.84 2.06
152 O 1.80 -0.64 2.59
153 H 3.64 -1.64 3.96
154 H 3.23 -3.30 3.49
155 H 0.61 -2.67 1.50
156 H 1.71 -3.77 2.33
157 N -3.72 -1.71 -5.49
158 C -3.71 -2.81 -4.69
159 N -3.88 -3.98 -5.38
160 O -3.36 -2.74 -3.51
161 H -4.26 -1.83 -6.33
162 H -3.72 -0.84 -4.98
163 H -3.75 -4.74 -4.72
164 H -4.23 -4.09 -6.31

## Properties
E_LUMO in eV: 0.427
SMILES: COC[C@H](C)N.COC[C@H](C)N.COC[C@H](C)N.COC[C@H](C)N.COCCNCCOC.COCCNCCOC.COCCNCCOC.NC(N)=O.NC(N)=O.NC(N)=O
Max |F| in eV/A: 3.2
Frontier orbital gap in eV: 8.57
E_tot in Eh: -3160.05796